one | # C5H8OS2

A single C5H8OS2 molecule (wB97M-V/def2-TZVPD, the OMol25 dataset).

Properties
- total charge = 0
- highest occupied orbital energy (Ha) = -0.32075
- molecular weight (g mol⁻¹) = 148.25
- orbital gap (eV) = 8.86

```
16
C5H8OS2 | the OMol25 dataset | wB97M-V/def2-TZVPD
C -1.717 -0.130 1.374
C -1.179 -0.001 0.183
C -2.144 0.121 -0.983
O 0.242 -0.026 0.048
C 0.922 1.187 0.177
S 0.203 2.730 0.050
S 2.618 0.953 0.241
C 2.953 -0.870 -0.227
H -2.874 -0.116 1.494
H -0.937 -0.525 2.130
H -2.380 1.266 -1.150
H -1.784 -0.439 -1.760
H -3.176 -0.324 -0.691
H 2.580 -1.670 0.608
H 2.583 -1.023 -1.215
H 4.092 -1.133 -0.277
```



two | # C5H8OS2

A single C5H8OS2 molecule (wB97M-V/def2-TZVPD, the OMol25 dataset).

Properties
- total charge = 0
- highest occupied orbital energy (Ha) = -0.32131
- molecular weight (g mol⁻¹) = 148.25
- orbital gap (eV) = 7.91

```
16
C5H8OS2 | the OMol25 dataset | wB97M-V/def2-TZVPD
C -2.681 -0.502 -0.928
O -2.088 0.421 0.008
C -1.647 -0.319 1.067
C -0.413 -0.853 1.091
C 0.631 -0.607 0.035
S 1.919 -1.648 -0.201
C 0.565 0.627 -0.797
S 0.962 2.130 0.172
H -3.720 -0.780 -0.689
H -2.064 -1.405 -1.020
H -2.753 0.020 -1.916
H -2.384 -0.557 1.834
H -0.194 -1.602 1.832
H 1.203 0.555 -1.605
H -0.416 0.810 -1.188
H 2.196 1.802 0.353
```



Relative calculated energies, zero for the most stable structure, unit eV: one 0.687; two 0.000.